80
Properties=species:S:1:pos:R:3:forces:R:3:mulliken_charge:R:1 method="wB97M-V/def2-TZVPD" gap_ev="1.91 / 6.49" charge=-2 multiplicity=6
Ir 0.841327 0.672469 0.899645 -0.127 -1.074 -1.466 -0.925
Cl 1.825600 -0.699861 -0.701733 0.544 -0.477 -0.739 -0.583
C 2.064721 3.437671 3.651790 0.171 0.443 0.373 -0.247
C 1.325513 2.174915 1.976137 1.199 1.840 1.070 1.886
N 1.925698 2.158601 3.197395 -0.614 0.163 -0.676 -0.547
H 1.558920 5.338874 2.656419 0.153 0.059 0.020 0.254
N 1.230080 3.488842 1.626570 -0.188 -0.719 0.499 -1.922
H 2.472123 3.661344 4.617885 0.025 0.126 0.019 0.523
C 2.278873 0.901229 3.872042 -0.389 0.134 -0.004 2.260
C 3.305935 1.174478 4.952648 0.342 -0.073 0.237 -2.478
C 1.017657 0.311643 4.478248 -0.174 -0.329 0.200 -0.908
H 2.904549 1.795004 5.757927 0.028 -0.013 -0.089 0.426
H 3.601348 0.217211 5.396550 -0.067 0.157 -0.052 0.482
H 4.204490 1.645318 4.540156 -0.117 0.019 0.058 0.483
H 3.198587 -0.946306 3.381125 -0.013 0.096 -0.180 0.543
H 3.747643 0.421636 2.364303 -0.206 -0.160 -0.074 0.351
H 0.249847 0.113787 3.714195 0.308 0.137 0.381 -0.078
C 2.879182 -0.040743 2.848147 0.253 -0.706 0.039 -1.801
H 0.608552 0.992644 5.234295 -0.022 -0.167 -0.145 0.393
H 1.280073 -0.636121 4.961431 -0.195 0.110 -0.028 0.363
H 2.161560 -0.388351 2.053065 0.609 0.003 0.722 0.265
C 1.624516 4.268190 2.678434 0.164 0.425 0.071 -0.480
C -0.718940 3.679716 0.186728 -0.759 -0.079 -0.174 -1.692
H -1.249624 4.328433 0.891336 0.032 -0.027 -0.092 0.382
H -1.059527 3.911669 -0.829876 0.024 0.053 0.164 0.415
C 0.773972 3.890695 0.281751 -0.072 -0.084 0.162 6.568
H 1.203102 3.335958 -1.734635 0.114 -0.036 0.104 0.376
C 1.095719 5.346423 0.016564 0.150 0.136 -0.195 -3.547
H 2.174616 5.528497 0.061776 -0.098 0.085 0.062 0.330
H -1.009847 2.642661 0.391870 0.175 0.218 0.006 -0.564
H 1.180060 1.928170 -0.662263 0.208 0.885 -0.398 0.064
H 0.574549 6.012211 0.710413 0.096 0.009 -0.048 0.601
H 0.751585 5.582236 -0.999444 0.098 0.029 0.238 0.376
C 1.488216 3.008675 -0.727689 -0.120 -0.074 -0.618 -2.490
H 2.577789 3.075074 -0.618405 -0.202 -0.136 -0.025 0.426
C 0.552206 -4.583985 -2.873626 0.471 0.436 -0.189 -0.521
N 0.011121 -4.109140 -1.684548 -0.152 -0.956 -0.955 0.706
H 0.487835 -3.659154 -4.865972 0.065 -0.124 -0.315 0.402
N -0.576535 -2.720634 -3.228996 -0.194 -0.964 -0.910 0.651
H 1.264439 -5.386022 -2.915762 -0.047 -0.201 -0.132 0.391
C 0.487628 -4.451625 -0.307519 -0.561 -0.003 -0.099 1.295
C 0.033466 -5.829243 0.151368 -0.098 -0.210 0.128 -1.753
C 2.011357 -4.344952 -0.324198 0.384 0.347 0.135 -1.429
H 0.365047 -6.630822 -0.515238 -0.039 0.006 -0.003 0.400
H 0.437403 -6.016186 1.158675 -0.054 0.025 -0.350 0.385
H -1.057188 -5.840407 0.245568 0.134 -0.122 -0.172 0.349
H 0.166206 -3.575567 1.655598 -0.163 -0.286 -0.159 0.344
H -1.244142 -3.425793 0.530456 0.451 -0.071 0.143 0.469
H 2.317725 -3.308193 -0.529295 -0.143 -0.313 -0.007 0.120
C -0.148942 -3.426971 0.613906 0.352 0.482 0.485 -0.682
H 2.474548 -4.991912 -1.080941 -0.170 0.021 0.170 0.392
H 2.431954 -4.620539 0.652408 -0.210 0.012 -0.147 0.412
H 0.214995 -2.435581 0.341694 -0.231 -0.104 -0.079 -0.225
C 0.176990 -3.713475 -3.844625 0.671 0.086 0.126 -0.541
C 0.455636 -0.795434 -4.322360 0.313 0.250 0.063 -1.765
H 0.813854 -1.408046 -5.163277 -0.108 0.140 0.198 0.434
H 0.308475 0.226238 -4.697424 -0.053 -0.194 0.091 0.409
C -0.852596 -1.340355 -3.758407 -0.344 -0.632 0.238 1.942
H -1.640269 0.471123 -2.850883 0.109 -0.077 -0.247 0.669
C -1.926985 -1.331980 -4.839792 -0.281 0.055 -0.193 -1.868
H -2.881042 -1.680378 -4.429063 0.171 -0.142 -0.106 0.362
H 1.238593 -0.757301 -3.553414 -0.228 -0.083 -0.113 0.171
H -0.660020 -0.513545 -1.760216 -0.180 -0.112 -0.104 -0.251
H -1.652292 -1.931946 -5.714658 -0.052 0.008 0.102 0.386
H -2.095451 -0.293410 -5.167792 0.158 -0.310 0.031 0.404
C -1.387421 -0.559907 -2.574613 0.018 0.748 0.253 -1.435
H -2.304035 -1.020337 -2.201025 0.351 0.010 -0.097 0.273
C -0.802371 -3.083277 -1.962883 -0.330 1.999 2.084 -0.934
Te -1.430407 -0.160499 1.385001 -2.183 -0.546 0.519 -0.945
C -3.208556 0.733839 0.474643 0.366 -0.344 0.419 0.032
C -3.920986 -0.036774 -0.456622 -0.147 0.696 -0.104 -0.879
C -4.989304 0.551199 -1.153085 0.177 0.003 0.382 -0.178
C -5.404551 1.852815 -0.844936 0.316 -0.160 0.180 -0.530
C -4.774000 2.554435 0.190394 0.122 -0.299 0.132 -0.427
C -3.688362 1.988064 0.879387 -0.164 -0.135 -0.704 -0.604
H -3.623212 -1.071785 -0.634562 -0.073 0.357 -0.065 0.503
H -5.499649 -0.013381 -1.932556 0.046 0.067 0.185 0.379
H -6.235012 2.305025 -1.391130 0.249 -0.113 0.153 0.351
H -5.129799 3.546859 0.465155 0.066 -0.189 -0.025 0.349
H -3.204814 2.506068 1.710362 -0.123 -0.029 -0.363 0.485